Formula: H64O40SV2
Source: OMol25
Level of theory: ωB97M-V/def2-TZVPD

E	-5334.365810	a.u.
HOMO level	-9.6	eV
HOMO-LUMO gap	7.86	eV
energy above the lowest of the compared OMol25 structures with the same formula, charge and spin	40.9	kJ/mol
LUMO energy	-1.696	eV

Last column: Löwdin charge in e.
CARTESIAN COORDINATES (ANGSTROEM)
1 O -10.2411 -12.2014 -5.7036  -0.29
2 V -10.7838 -11.8298 -7.1604  0.91
3 O -9.4204 -11.2660 -7.8526  -0.30
4 O -16.3559 -9.0915 -7.5397  -0.28
5 V -16.3858 -10.2516 -8.6626  0.94
6 O -16.0850 -9.5559 -10.0805  -0.31
7 S -13.4262 -11.9300 -8.2206  0.33
8 O -12.2182 -11.4363 -8.8118  -0.34
9 O -13.9653 -12.9645 -9.0688  -0.32
10 O -12.8913 -12.3919 -6.9472  -0.32
11 O -14.4420 -10.9239 -8.0079  -0.30
12 O -15.9551 -6.6782 -10.3448  -0.05
13 H -15.5750 -7.5478 -10.4692  -0.01
14 H -16.3380 -6.4599 -11.1945  0.03
15 O -16.6755 -10.7125 -4.2995  -0.02
16 H -16.4862 -9.7792 -4.2021  0.05
17 H -16.0371 -11.1471 -3.7340  0.04
18 O -12.3083 -15.4692 -3.1318  -0.06
19 H -13.2331 -15.4348 -3.3764  -0.01
20 H -11.9418 -16.1657 -3.6766  -0.01
21 O -16.8838 -15.3420 -10.1841  -0.03
22 H -15.9815 -15.5367 -10.4374  0.01
23 H -17.3302 -16.1881 -10.2170  0.07
24 O -13.1138 -17.8357 -7.9576  -0.04
25 H -13.5796 -17.0612 -8.2732  -0.01
26 H -12.6441 -18.1624 -8.7250  0.05
27 O -16.6559 -13.3995 -12.7899  -0.03
28 H -16.4217 -13.4455 -13.7169  0.07
29 H -17.6123 -13.3608 -12.7857  0.06
30 O -8.1301 -10.9211 -11.1463  -0.05
31 H -9.0848 -10.9599 -11.2025  0.00
32 H -7.9414 -10.0191 -10.8876  0.03
33 O -17.5660 -9.2812 -12.4688  -0.05
34 H -16.9227 -9.6033 -11.8374  -0.03
35 H -17.6118 -9.9665 -13.1356  0.03
36 O -18.5480 -9.6984 -9.1368  -0.03
37 H -19.0149 -9.3229 -9.8834  0.09
38 H -19.1944 -9.7105 -8.4310  0.09
39 O -10.7640 -13.3534 -13.8365  -0.04
40 H -11.3294 -14.0219 -14.2234  0.02
41 H -11.0103 -13.3367 -12.9117  -0.03
42 O -14.0451 -12.5727 -11.6793  -0.02
43 H -14.8110 -12.9115 -12.1429  0.01
44 H -14.2738 -12.6458 -10.7527  -0.01
45 O -13.8449 -15.5297 -9.2227  -0.05
46 H -12.9659 -15.7369 -9.5400  0.02
47 H -13.8622 -14.5741 -9.1710  -0.02
48 O -11.6067 -10.3248 -2.0220  -0.05
49 H -11.2156 -10.3202 -1.1484  0.03
50 H -11.3743 -11.1797 -2.3845  0.03
51 O -10.9717 -9.0776 -12.0528  -0.05
52 H -10.5924 -8.2608 -11.7286  0.03
53 H -11.8122 -9.1483 -11.6002  -0.02
54 O -15.0456 -16.2181 -12.2681  -0.04
55 H -15.9211 -15.9854 -12.5774  0.02
56 H -14.4515 -15.7557 -12.8593  0.04
57 O -14.9235 -13.2017 -5.4784  -0.04
58 H -14.1652 -12.7638 -5.8649  -0.02
59 H -15.3604 -13.6231 -6.2186  -0.02
60 O -12.8312 -8.9736 -9.9656  -0.03
61 H -12.7050 -9.8600 -9.6270  -0.01
62 H -13.3167 -8.5203 -9.2763  0.03
63 O -16.6506 -12.1310 -9.7773  -0.05
64 H -16.8001 -12.6056 -10.5950  0.06
65 H -15.9646 -12.6291 -9.3327  0.02
66 O -10.3957 -14.0065 -8.0327  -0.02
67 H -10.8513 -14.5249 -8.6960  0.01
68 H -9.8597 -14.6417 -7.5580  0.08
69 O -15.3033 -13.8003 -1.7991  -0.07
70 H -14.7588 -13.3421 -2.4392  -0.03
71 H -15.4336 -14.6711 -2.1745  -0.02
72 O -16.0505 -14.2593 -7.6344  -0.04
73 H -16.6249 -14.5881 -8.3258  0.04
74 H -15.1653 -14.4039 -7.9687  0.02
75 O -17.3147 -11.5584 -7.0652  -0.04
76 H -17.1779 -12.5020 -6.9809  0.05
77 H -17.0087 -11.1963 -6.2336  0.02
78 O -11.9615 -16.8097 -5.5588  -0.04
79 H -12.4505 -17.0475 -6.3466  -0.01
80 H -11.0841 -16.5962 -5.8762  0.04
81 O -11.3069 -9.9099 -6.3171  -0.06
82 H -10.9142 -9.0929 -6.0096  0.04
83 H -12.1680 -9.9343 -5.8999  0.00
84 O -10.6246 -7.2730 -6.1609  -0.02
85 H -9.8770 -6.6814 -6.2462  0.06
86 H -11.0736 -7.2156 -7.0043  0.04
87 O -11.1540 -15.2565 -10.2988  -0.02
88 H -11.3616 -14.5277 -10.8836  0.03
89 H -10.8847 -15.9645 -10.8840  0.08
90 O -13.6132 -12.0930 -3.2408  -0.03
91 H -13.8023 -12.5887 -4.0375  0.00
92 H -13.4479 -11.2012 -3.5467  0.01
93 O -19.8117 -12.5474 -9.6593  -0.04
94 H -20.0515 -12.8072 -8.7698  0.04
95 H -18.8598 -12.6438 -9.6890  -0.01
96 O -13.5548 -9.6106 -5.0600  0.00
97 H -14.3091 -9.8355 -5.6047  0.04
98 H -13.8718 -8.9117 -4.4879  0.09
99 O -13.4073 -6.5377 -7.2021  -0.04
100 H -14.3126 -6.4924 -6.8944  0.04
101 H -12.9305 -5.9318 -6.6350  0.03
102 O -11.4648 -12.5620 -11.1939  -0.04
103 H -11.4338 -11.9398 -10.4672  0.02
104 H -12.3893 -12.5981 -11.4397  -0.01
105 O -15.6066 -15.6146 -3.7252  -0.03
106 H -16.2500 -16.3186 -3.6434  0.06
107 H -15.4356 -15.5538 -4.6651  0.04